# 1
{
  "formula": "C4H30NO13",
  "method": "ωB97M-V/def2-TZVPD",
  "symbols": ["O", "O", "O", "O", "O", "O", "O", "O", "O", "O", "O", "O", "O", "N", "C", "C", "C", "C", "H", "H", "H", "H", "H", "H", "H", "H", "H", "H", "H", "H", "H", "H", "H", "H", "H", "H", "H", "H", "H", "H", "H", "H", "H", "H", "H", "H", "H", "H"],
  "positions_angstrom": [[-1.391, 0.750, 3.426], [-1.757, 1.725, 0.735], [-1.140, -0.898, -2.631], [-0.568, -4.228, -2.752], [4.458, -1.699, -1.834], [-4.630, 0.991, 1.397], [-3.554, 1.691, -1.560], [1.805, 2.478, 4.167], [0.971, 0.502, 1.391], [-0.095, 1.318, -2.029], [2.643, 3.370, 1.855], [0.444, 2.593, 0.035], [-2.456, -3.435, 0.083], [0.459, -1.348, -0.057], [3.304, -1.632, -2.294], [2.113, -2.241, -1.608], [1.917, -1.519, -0.299], [0.188, -0.649, 1.229], [-3.789, 0.927, 0.802], [-0.143, -3.330, -3.146], [-1.828, -3.297, -0.613], [-0.044, 3.095, -0.517], [-1.470, -4.096, -2.578], [-5.208, 1.749, 1.173], [1.175, -2.301, -2.197], [2.497, -2.070, 0.533], [3.100, -0.926, -3.076], [0.662, 1.196, 0.766], [2.211, -3.276, -1.369], [0.037, 1.551, -1.062], [-2.976, 1.137, -1.017], [-1.894, -0.214, -2.862], [-0.595, 0.991, 3.882], [2.239, 4.135, 1.554], [-0.386, -0.244, -2.556], [2.575, 2.529, 3.532], [-2.218, -2.786, 0.811], [-0.874, 2.175, 0.576], [-2.822, 2.315, -1.814], [0.780, 1.516, -2.574], [2.409, -0.515, -0.217], [0.635, -1.314, 2.062], [2.084, 2.659, 1.434], [-1.093, 0.075, 2.812], [0.110, -0.707, -0.764], [-1.702, 1.750, 1.718], [-0.870, -0.550, 1.262], [1.216, 2.249, 3.412]],
  "lowdin_charge": [-0.03, -0.12, -0.16, -0.09, 0.01, -0.12, -0.09, -0.12, -0.09, -0.15, -0.06, -0.29, -0.08, -0.02, -0.22, -0.16, -0.22, -0.31, 0.04, 0.10, -0.02, -0.07, -0.02, 0.04, 0.08, 0.15, 0.11, 0.00, 0.11, -0.02, -0.01, 0.09, 0.03, 0.00, -0.02, 0.03, 0.06, -0.04, 0.05, 0.13, 0.12, 0.15, 0.04, -0.01, 0.06, 0.03, 0.08, 0.01],
  "e_homo_ev": -6.9,
  "lumo_energy_ev": 2.475,
  "total_energy_ha": -1203.253381,
  "charge": -1,
  "molar_mass_da": 300.28,
  "relative_energy_kcal_mol": 101.46,
  "multiplicity": 1
}


# 2
{
  "formula": "C4H11NO",
  "method": "ωB97M-V/def2-TZVPD",
  "symbols": ["O", "N", "C", "C", "C", "C", "H", "H", "H", "H", "H", "H", "H", "H", "H", "H", "H"],
  "positions_angstrom": [[-0.082, -0.327, -3.221], [-0.561, -0.452, 3.312], [1.098, -0.244, -3.423], [-0.771, -0.582, 1.887], [2.001, 0.698, -2.719], [-1.852, 0.369, 1.419], [1.561, 1.211, -1.863], [0.175, -0.366, 1.387], [1.585, -0.877, -4.193], [-2.729, 0.354, 2.065], [-2.080, 0.191, 0.377], [-1.383, -0.588, 3.872], [-1.496, 1.400, 1.541], [2.915, 0.215, -2.355], [0.274, -0.889, 3.656], [2.404, 1.491, -3.343], [-1.060, -1.605, 1.600]],
  "lowdin_charge": [0.05, -0.03, -0.33, -0.37, -0.07, -0.12, 0.08, 0.10, 0.12, 0.07, 0.06, 0.06, 0.07, 0.08, 0.06, 0.08, 0.10],
  "e_homo_ev": -8.8,
  "lumo_energy_ev": 0.955,
  "total_energy_ha": -288.967552,
  "molar_mass_da": 89.14,
  "relative_energy_kcal_mol": 31.04,
  "multiplicity": 1
}


# 3
{
  "formula": "C8H8N",
  "method": "ωB97M-V/def2-TZVPD",
  "symbols": ["N", "C", "C", "C", "C", "C", "C", "C", "C", "H", "H", "H", "H", "H", "H", "H", "H"],
  "positions_angstrom": [[-0.031, 1.731, -3.182], [0.710, -0.237, 2.704], [0.455, 0.096, 1.434], [0.291, 0.988, -0.929], [-0.051, 0.235, 0.234], [-0.815, -1.238, 0.422], [0.030, -1.524, 1.584], [0.670, -1.672, 2.753], [-0.368, 0.806, -2.164], [0.855, -2.279, 3.647], [-0.507, -1.845, -0.443], [1.052, 1.781, -0.905], [-1.237, 0.090, -2.178], [0.716, 0.437, 3.539], [0.250, 2.564, -3.198], [-1.852, -1.258, 0.734], [-0.168, 1.325, -4.049]],
  "lowdin_charge": [0.15, 0.02, -0.04, -0.04, -0.09, 0.03, 0.00, 0.09, -0.06, 0.14, 0.16, 0.13, 0.15, 0.14, 0.01, 0.14, 0.08],
  "e_homo_ev": -12.1,
  "lumo_energy_ev": -4.768,
  "total_energy_ha": -363.848559,
  "charge": 1,
  "molar_mass_da": 118.16,
  "relative_energy_kcal_mol": 103.57,
  "multiplicity": 1
}